(1)
A molecular structure, C32H34BBrN10O5SW. Source: the OMol25 dataset; level of theory: ωB97M-V/def2-TZVPD.

The total energy is -5227.79217 hartree. For the strongest force on any atom, the calculation gives 6.074 eV Å⁻¹. The spin multiplicity is 3. Its energy relative to the best compared isomer or geometry (same formula, charge and spin) is 265.2 kJ/mol. Its highest occupied orbital energy (spin up / spin down) is -5.939 / -7.630 eV.

Element x y z (Å)
W  -0.8770  0.3149  -0.1798
C  -3.9788  0.8189  -2.4258
C  -3.0031  1.9400  -2.3761
C  -3.1404  3.1663  -3.0333
C  -2.0310  3.9105  -2.6816
C  -1.6688  5.2978  -3.0735
N  -1.2772  3.1477  -1.8671
N  -1.8618  1.9382  -1.6730
B  -0.0638  3.5489  -1.0223
N  -0.5112  3.4759  0.4366
N  -1.0468  2.3252  0.9068
C  -1.3680  2.5320  2.1888
C  -1.9228  1.4586  3.0489
C  -1.0483  3.8462  2.5378
C  -0.5144  4.4169  1.3975
C  -0.0289  5.8068  1.2117
N  1.0481  2.5152  -1.2826
N  0.7670  1.2029  -1.5309
C  1.9028  0.6481  -2.0012
C  1.9996  -0.7457  -2.5139
C  2.9129  1.6073  -2.0256
C  2.3356  2.7762  -1.5665
C  2.9711  4.1077  -1.4085
H  -4.9877  1.2221  -2.3804
H  -3.8789  0.2728  -3.3613
H  -3.8278  0.1394  -1.5889
H  -3.9388  3.4659  -3.6797
H  -2.3757  5.6758  -3.8060
H  -1.6859  5.9549  -2.2060
H  -0.6700  5.3212  -3.5022
H  0.3038  4.6338  -1.2960
H  -1.2473  0.5969  3.0390
H  -2.0370  1.8152  4.0684
H  -2.8893  1.1206  2.6692
H  -1.1907  4.3221  3.4851
H  -0.1425  6.3513  2.1445
H  1.0185  5.8142  0.9200
H  -0.6028  6.3157  0.4404
H  1.0094  -1.1528  -2.7079
H  2.5721  -0.7467  -3.4425
H  2.5154  -1.3880  -1.7988
H  3.9279  1.4634  -2.3318
H  4.0406  4.0194  -1.5739
H  2.5634  4.8202  -2.1222
H  2.7904  4.4953  -0.4110
O  -3.8713  -0.9090  2.0040
S  -2.9136  -0.8414  0.9523
O  -3.0548  -1.7953  -0.1235
O  -1.4812  -0.8847  1.4265
O  -2.8658  0.5408  0.3044
Br  -1.3928  -7.8020  2.9946
C  0.2199  -6.7889  2.9417
C  0.2300  -5.4929  3.4299
C  1.3835  -4.7452  3.3449
C  2.5582  -5.2937  2.7990
C  2.5295  -6.6301  2.3623
C  1.3656  -7.3612  2.4087
N  3.7636  -4.6492  2.7840
N  3.9600  -3.4139  2.6522
C  3.1495  -2.4725  2.1291
C  3.3808  -1.1640  2.6020
C  2.5828  -0.1055  2.2477
C  1.5291  -0.2941  1.3446
O  0.6612  0.6625  0.9632
C  1.3398  -1.5454  0.7523
N  0.3116  -1.5951  -0.1720
C  0.0350  -2.8225  -0.6675
C  0.8457  -3.9152  -0.4724
C  1.9501  -3.8340  0.3803
C  2.1537  -2.6590  1.1018
H  -0.6683  -5.0578  3.8420
H  1.3772  -3.7257  3.7024
H  3.4265  -7.0633  1.9450
H  1.3457  -8.3704  2.0277
H  4.1701  -1.0310  3.3239
H  2.7411  0.8714  2.6764
H  -0.8640  -2.9160  -1.2555
H  0.6168  -4.8430  -0.9731
H  2.6265  -4.6661  0.4842
C  -2.5761  -2.3171  -3.2379
C  -1.6814  -1.2371  -2.8092
N  -1.3858  -0.6287  -1.8101
H  -1.9833  -3.2119  -3.4155
H  -3.0787  -2.0573  -4.1676
H  -3.2997  -2.5228  -2.4460

***

(2)
A molecular structure, C33H46NP3Ti. Source: the OMol25 dataset; level of theory: ωB97M-V/def2-TZVPD.

The total energy is -3212.64246 hartree. For the strongest force on any atom, the calculation gives 4.625 eV Å⁻¹. The charge is +2. The spin multiplicity is 1. Its energy relative to the best compared isomer or geometry (same formula, charge and spin) is 55.0 kJ/mol. Its highest occupied orbital energy (spin up / spin down) is -12.657 / -12.653 eV.

Element x y z (Å)
P  -0.0558  -1.1320  -2.6519
P  -0.4379  1.2991  -4.9771
C  -0.5821  -1.3834  -4.4401
C  0.1489  -0.3458  -5.2964
H  -1.6799  -1.3638  -4.5028
H  -0.2473  -2.3982  -4.7002
H  1.2390  -0.3563  -5.1334
H  -0.0214  -0.5545  -6.3692
C  -1.6739  1.5362  -6.2888
H  -2.3241  2.3918  -6.0916
H  -2.3009  0.6425  -6.4041
H  -1.1485  1.7190  -7.2313
C  0.6653  2.6756  -5.2973
H  0.4080  3.1063  -6.2714
H  1.7044  2.3498  -5.3508
H  0.5777  3.4696  -4.5440
C  -1.1945  -2.6800  -2.0698
H  -0.8891  -3.1434  -1.0803
H  -1.1900  -3.4463  -2.8546
H  -2.1960  -2.2538  -1.9348
C  1.7752  -1.8618  -3.0759
H  2.4408  -1.0569  -3.3926
H  1.6991  -2.5958  -3.8852
H  2.2715  -2.3787  -2.2128
Ti  0.7939  -2.1913  -0.8974
C  0.5935  4.1282  -2.0038
C  -0.4133  4.7358  -2.6487
C  -1.6429  4.2626  -3.3617
C  -2.2501  2.8670  -3.1242
C  -1.5067  1.5675  -3.5488
C  -0.6158  1.0679  -2.4877
C  0.7703  1.6084  -2.2532
C  0.6962  2.8141  -1.2859
C  2.7054  -2.8423  -0.0471
H  1.5160  4.7238  -1.9155
H  -0.3156  5.8327  -2.7264
H  -1.5374  4.4477  -4.4452
H  -2.4247  4.9803  -3.0604
H  -2.5135  2.7687  -2.0665
H  -3.2364  2.8278  -3.6224
H  -2.3229  0.8436  -3.7609
H  -1.1802  0.8928  -1.5608
H  1.3085  1.9219  -3.1681
H  1.4139  0.8466  -1.7652
H  -0.1389  2.6446  -0.5894
H  1.6151  2.8066  -0.6718
H  2.6504  -2.2751  0.9042
H  3.6258  -2.5755  -0.5889
H  2.6890  -3.9243  0.1567
N  0.2425  -1.0343  0.3844
P  0.0134  -0.1476  1.7224
C  1.3902  0.9620  2.0879
C  2.6073  0.8423  1.3945
C  3.6338  1.7577  1.6343
C  3.4785  2.7797  2.5783
C  2.2911  2.8666  3.3115
C  1.2602  1.9571  3.0826
C  -1.4121  0.9641  1.7273
C  -2.6794  0.4842  2.0927
C  -3.7505  1.3590  2.2710
C  -3.6160  2.7129  1.9273
C  -2.3856  3.1848  1.4515
C  -1.2791  2.3352  1.4528
C  -0.2084  -1.0816  3.2581
C  0.2065  -2.4221  3.3445
C  0.1236  -3.1017  4.5583
C  -0.3195  -2.4420  5.7126
C  -0.7476  -1.1122  5.6315
C  -0.7151  -0.4443  4.4078
H  2.7351  0.0377  0.6756
H  4.5663  1.6677  1.0724
H  4.2761  3.4995  2.7430
H  2.1594  3.6497  4.0649
H  0.3457  2.0385  3.6618
H  -2.8168  -0.5839  2.3005
H  -4.6898  0.9909  2.6870
H  -4.4654  3.3954  2.0399
H  -2.2691  4.2193  1.1165
H  -0.2858  2.7739  1.2981
H  0.5969  -2.9267  2.4620
H  0.4168  -4.1514  4.6054
H  -0.3209  -2.9588  6.6712
H  -1.0996  -0.5924  6.5271
H  -1.0874  0.5758  4.3617

***

(3)
2 unconnected molecules or ions with the total composition C4H13N2O. Source: the OMol25 dataset; level of theory: ωB97M-V/def2-TZVPD.

The total energy is -344.25428 hartree. For the strongest force on any atom, the calculation gives 1.447 eV Å⁻¹. The charge is +2. The spin multiplicity is 2. Its energy relative to the best compared isomer or geometry (same formula, charge and spin) is 131.8 kJ/mol. Its highest occupied orbital energy (spin up / spin down) is -19.848 / -20.190 eV.

Element x y z (Å)
C  -0.9798  -2.6831  0.4857
C  -0.4677  -1.8188  -0.6930
C  0.0657  -0.4809  -0.3518
C  -0.1120  0.5712  -1.3151
N  0.4534  1.9124  -1.1249
N  0.5503  -0.2407  0.8255
H  -1.3180  -2.1323  1.3655
H  -0.2033  -3.3961  0.7529
H  -1.9075  -3.1714  0.1995
H  -1.1506  -1.8082  -1.5324
H  0.4344  -2.3064  -1.0292
H  -0.5454  0.3093  -2.2743
H  0.4055  2.4050  -2.0245
H  -0.0663  2.3806  -0.3705
H  1.4500  1.8956  -0.8549
H  0.8646  0.6780  1.1390
H  0.5835  -1.0193  1.4815
H  0.5178  2.7549  2.5011
H  0.6186  3.5162  1.2373
O  0.8068  2.6339  1.5826

***

(4)
A molecular structure, C17H16BrClLu. Source: the OMol25 dataset; level of theory: ωB97M-V/def2-TZVPD.

The total energy is -4927.21317 hartree. For the strongest force on any atom, the calculation gives 2.722 eV Å⁻¹. The charge is -1. The spin multiplicity is 1. Its energy relative to the best compared isomer or geometry (same formula, charge and spin) is 0.0 kJ/mol. Its highest occupied orbital energy is -2.781 eV.

Element x y z (Å)
C  1.2713  -0.4460  -1.9324
C  2.0808  0.3732  -1.0978
C  2.4222  -0.3897  0.0600
H  2.3929  1.3909  -1.3144
C  1.7891  -1.6675  -0.0529
C  1.0689  -1.6906  -1.2811
H  0.5210  -2.5406  -1.6812
H  0.9211  -0.1697  -2.9252
H  3.0393  -0.0346  0.8860
H  1.8383  -2.4817  0.6645
Lu  0.0992  0.1497  0.2489
Br  0.8280  2.4557  1.2541
C  -2.3455  0.4986  0.4992
C  -2.2624  -0.7204  -0.2286
C  -1.7644  -0.4151  -1.5304
H  -2.5732  -1.7061  0.1191
C  -1.4891  0.9734  -1.5830
C  -1.8589  1.5507  -0.3366
H  -1.7753  2.6018  -0.0739
H  -2.7179  0.6197  1.5197
H  -1.6611  -1.1242  -2.3532
H  -1.0982  1.5262  -2.4374
Cl  -1.4301  -2.0665  4.4686
C  -0.4048  -0.8467  5.0190
C  -0.3414  -0.4977  6.3714
C  0.4721  0.5817  6.7695
C  1.2643  1.2583  5.8340
C  1.2458  0.8816  4.4982
C  0.3544  -0.1339  4.0590
C  0.1565  -0.3393  2.6628
H  -0.9416  -1.0505  7.0837
H  0.4711  0.8815  7.8397
H  1.8706  2.1073  6.1649
H  1.8216  1.4102  3.7517
H  1.0435  -0.5624  2.0156
H  -0.8376  -0.0168  2.2405

***

(5)
A molecular structure, C4H3I3. Source: the OMol25 dataset; level of theory: ωB97M-V/def2-TZVPD.

The total energy is -1047.06727 hartree. For the strongest force on any atom, the calculation gives 5.106 eV Å⁻¹. The spin multiplicity is 1. Its energy relative to the best compared isomer or geometry (same formula, charge and spin) is 395.9 kJ/mol. Its highest occupied orbital energy (spin up / spin down) is -8.727 / -8.466 eV.

Element x y z (Å)
C  1.8357  -1.4673  0.5257
C  0.8249  -1.1937  -0.2186
C  -0.9226  0.8275  0.3625
C  -1.5884  1.2854  -0.5820
I  -0.7837  1.5542  2.3010
I  -2.7753  3.0886  -0.3355
I  -1.6647  0.4561  -2.5255
H  2.4434  -2.4242  0.3395
H  2.4024  -0.8702  1.2571
H  0.2282  -1.2564  -1.1242

***

> Which value of spin multiplicity does entry 2 give?

1

***

> Look up the spin multiplicity of the fourth one.

1

***

> Among the records above, which one has the highest strongest force on any atom?

C32H34BBrN10O5SW